A structure of composition C41H45BBr2EuN6OS3. Source: the Open Molecules 2025 dataset; level of theory: ωB97M-V/def2-TZVPD.

Summary:
⟨S²⟩ = 12.033
Kohn-Sham gap (alpha / beta) = 5.863 / 6.481 eV
2S+1 = 7
Net charge = -1
Molecular weight = 1056.64 g/mol
LUMO level (alpha / beta) = 1.2 / 1.8 eV
Energy above the lowest of the compared OMol25 structures with the same formula, charge and spin = 21.7 kJ/mol
Electronic energy = -246839.890 eV

CARTESIAN COORDINATES (ANGSTROEM)
Eu: -0.006747 -0.299739 0.572322
Br: -0.103164 -7.288957 -2.239046
Br: -2.326642 -4.667409 2.220184
S: -0.095282 2.524096 1.309345
S: 2.861689 3.336127 -0.901840
S: 2.155310 -1.577741 1.823134
O: -0.794276 -2.285232 1.064766
N: 0.536565 4.772808 -0.548014
N: 0.752083 -2.154170 -1.172505
N: 1.544513 4.610597 1.801152
N: 2.011551 2.914415 3.067898
N: -2.309654 0.036952 0.274521
N: 0.432248 3.297228 -2.140559
C: -2.352695 0.122353 2.707208
C: -2.204553 -0.503735 -3.367624
C: 1.836471 -3.219008 -3.009687
C: -5.976350 -0.297592 -3.116541
C: -4.145736 -0.040092 -1.431024
C: 5.915584 -0.412061 -0.529048
C: 2.890062 3.928055 3.410212
C: -4.512566 -0.291087 -2.750453
C: -0.732821 4.823917 -1.097551
C: -3.550977 -0.547956 -3.719666
C: 0.164789 -3.346724 -0.835458
C: -0.652204 -3.356389 0.352199
C: 3.541113 -0.284264 -0.207512
C: 1.549729 -2.100990 -2.206681
C: -1.253929 -4.563771 0.665217
C: -4.259140 -0.772314 4.063096
C: -4.774274 1.751554 2.653660
C: 3.592256 -1.136058 0.897753
C: 5.988978 -1.285856 0.552207
C: -1.861470 -0.247067 -2.056992
C: 1.259444 3.824589 -1.184043
C: 0.744433 2.135857 -2.941344
C: 4.678126 0.089917 -0.906801
C: 1.199016 3.356352 2.085290
C: -5.818903 0.629793 2.699570
C: 4.846949 -1.643889 1.254377
C: -0.810225 3.911839 -2.082264
C: -3.890307 1.694104 3.905740
C: 1.239963 -4.406667 -2.719384
C: -2.798073 -0.068801 -1.003592
C: -4.226261 -0.961707 1.574738
C: -5.124018 -0.732141 2.799059
C: -3.888774 1.571412 1.415436
C: 1.983673 1.596631 3.678097
C: 2.603092 4.972262 2.602209
C: -3.208253 0.188029 1.425335
C: -1.126235 -0.703714 -4.405442
C: -3.199726 0.328407 3.970053
C: 0.367006 -4.508890 -1.609839
C: -1.088977 -5.718968 -0.113891
C: -0.296879 -5.695926 -1.221082
B: 0.892633 5.570195 0.741634
H: 6.812298 -0.109770 -1.055397
H: -6.443022 0.661502 -2.881044
H: 3.053864 5.945067 2.523763
H: 3.650292 3.793186 4.159049
H: 1.427561 -5.283577 -3.324220
H: 2.000194 -1.141080 -2.431413
H: 6.949458 -1.685037 0.858431
H: -1.592255 -6.630521 0.175750
H: 0.154861 2.161644 -3.857719
H: 1.690379 6.462931 0.534153
H: -3.776397 -1.751189 4.147522
H: -6.440002 0.666413 1.797479
H: 1.084323 1.472414 4.282082
H: -4.474344 1.711794 0.505231
H: 1.806406 2.141600 -3.173224
H: -4.490839 1.851867 4.809052
H: 4.909902 -2.322096 2.096611
H: -6.117491 -0.492209 -4.179851
H: -1.616350 3.643872 -2.742976
H: -1.594175 0.908685 2.671090
H: 0.514360 1.212254 -2.406016
H: -1.476545 5.499158 -0.715151
H: -4.939686 0.177171 -0.732603
H: -4.834663 -1.104615 0.684077
H: -5.280011 2.720029 2.605238
H: -0.802738 -0.191935 -1.837342
H: 2.517784 -3.117476 -3.843236
H: -3.652648 -1.883926 1.710621
H: -2.548037 0.285335 4.847546
H: -0.163418 5.980889 1.189125
H: -5.879627 -1.521931 2.842896
H: 2.586873 0.120817 -0.512690
H: 2.027965 0.811501 2.925940
H: -0.586908 0.228323 -4.594491
H: 2.863059 1.495689 4.310738
H: -3.097284 2.326101 1.402774
H: -1.865099 -0.859358 2.770480
H: -6.513581 -1.066597 -2.557444
H: -1.550740 -1.041077 -5.351286
H: -6.483537 0.769925 3.559622
H: -3.140485 2.490425 3.859492
H: -4.875011 -0.625316 4.957844
H: -3.840650 -0.759876 -4.743243
H: 4.595192 0.792886 -1.727663
H: -0.395736 -1.446431 -4.079180

Forces on atoms 1 to 6 (eV/Å):
Eu -0.4 0.1 0.0
Br 0.0 0.0 0.0
Br 0.0 0.0 0.0
S -0.1 -0.7 0.4
S -0.2 -0.1 -0.1
S 0.1 0.1 0.0

These are the Mulliken partial charges, in e, on atoms 1 to 2:
1. Eu 0.443
2. Br -0.267

A structure of composition C41H45Cl2GeN6O2SZr. Source: the Open Molecules 2025 dataset; level of theory: ωB97M-V/def2-TZVPD.

Summary:
Kohn-Sham gap = 6.500 eV
Net charge = +1
Molecular weight = 920.66 g/mol
LUMO level = -4.0 eV
Energy above the lowest of the compared OMol25 structures with the same formula, charge and spin = 0.0 kJ/mol
Electronic energy = -149954.932 eV

CARTESIAN COORDINATES (ANGSTROEM)
Zr: -0.950689 1.079572 0.086125
Ge: -2.315631 -1.947529 1.509703
Cl: 0.522271 0.731977 -5.614354
Cl: 1.451994 5.921296 -4.111351
S: -2.650314 1.620113 2.027826
O: -0.335922 3.211540 0.785545
O: -1.018842 2.801502 -1.291532
N: 0.425985 0.709758 1.708920
N: 0.908561 3.013089 -3.669164
N: -1.808622 -0.942301 0.030102
N: -1.620014 1.558121 4.468005
N: 0.028177 0.973040 3.029675
N: 0.964442 0.248208 -0.846346
C: -1.938791 -2.423794 -3.330313
C: 1.128753 -0.532314 -1.924249
C: 3.963916 1.416438 -1.111436
C: -1.749388 -2.334348 -1.967496
C: -0.630214 -2.598953 5.104501
C: -2.632759 -0.096675 -3.446495
C: -4.104488 -4.269254 1.793574
C: 1.978382 3.010658 -1.503856
C: 3.070331 1.873676 -3.405165
C: -2.580862 -0.032777 -2.051562
C: 4.055882 1.394628 -2.582375
C: 4.698743 0.083278 4.329507
C: 2.234529 -1.414482 -2.098647
C: 4.371193 1.363799 3.932370
C: 1.335980 4.711807 -5.363990
C: 3.067450 -0.838084 2.839691
C: 0.907967 2.406436 -6.049675
C: 3.371030 -1.204062 -1.350362
C: -2.130962 -1.147515 -1.298970
C: 1.978165 2.654527 -2.857991
C: 1.317018 4.101718 -7.708609
C: 1.460257 5.053706 -6.709383
C: 3.378802 1.563136 2.999033
C: 1.717102 0.635954 1.384035
C: 2.729381 2.185254 -0.546595
C: 0.981686 4.048214 -1.019732
C: 2.130870 0.675497 -0.090113
C: -3.186065 -3.538600 0.825382
C: -1.790384 -1.739042 5.596579
C: -0.823744 -3.256912 3.727140
C: -0.171857 3.338803 -0.473675
C: 0.994378 3.377374 -5.015496
C: 1.056662 2.777508 -7.390284
C: -2.369828 -1.316497 -4.052381
C: 2.741266 0.461145 2.418754
C: 3.521540 0.021384 -0.509459
C: -1.218019 1.392443 3.191163
C: 4.036293 -1.020359 3.796090
C: -5.595563 -3.894831 1.728724
C: -6.040777 -2.643068 2.478210
C: -0.705751 -2.372158 2.484886
H: 3.073614 2.553454 2.711723
H: 0.303538 -2.023575 5.090913
H: 0.937457 2.028674 -8.160041
H: 2.975832 2.743236 0.363354
H: -1.312527 -3.130125 -1.391984
H: 3.043776 1.632880 -4.461881
H: 0.337129 -0.535745 -2.678529
H: -5.568054 -1.744193 2.081671
H: -2.030267 -0.967309 4.857959
H: 0.675127 4.646993 -1.866935
H: -2.472193 -1.402593 -5.121783
H: 4.891667 0.854738 -3.016913
H: -4.013944 -5.350905 1.617507
H: 4.304708 -2.008949 4.129129
H: 4.223697 -1.855270 -1.449463
H: -0.067201 -2.849463 1.739808
H: 4.900077 2.228371 4.321697
H: -2.404360 -4.198411 0.449971
H: -2.522849 1.973954 4.655651
H: 4.929537 1.719005 -0.704305
H: 1.443652 4.410571 -8.739835
H: -5.830665 -2.713433 3.550766
H: 1.445208 4.678553 -0.258889
H: -2.956303 0.854096 -1.504767
H: -3.755136 -4.137571 2.826533
H: -0.022150 2.830765 -3.280090
H: 2.190673 -2.171836 -2.860793
H: -0.936332 1.574151 5.218272
H: -3.737081 -3.214774 -0.062312
H: -3.310616 -1.444806 2.565457
H: 1.653482 6.074124 -6.966986
H: -0.142933 -4.101721 3.645640
H: -1.751267 -3.364995 -3.837336
H: -0.223905 -1.426579 2.755006
H: 2.525722 -1.672718 2.400766
H: -5.898583 -3.836336 0.689171
H: -7.113145 -2.521895 2.405304
H: -1.533367 -1.218712 6.514331
H: 5.447026 -0.094388 5.082401
H: -2.874966 0.766637 -4.032683
H: -1.799024 -3.750869 3.741996
H: -0.441873 -3.418636 5.827487
H: -2.703656 -2.330670 5.749846
H: 4.132251 -0.186690 0.387364
H: -6.171289 -4.749108 2.131317

Forces on atoms 1 to 6 (eV/Å):
Zr -2.9 -1.6 -0.8
Ge -0.5 -0.9 0.5
Cl 0.2 0.8 -0.3
Cl 0.1 -0.3 -0.5
S 2.3 -0.6 0.5
O 0.5 -1.0 -1.8

These are the Mulliken partial charges, in e, on atoms 1 to 2:
1. Zr -0.695
2. Ge -0.860

Question: molecular weight of number 2 (C41H45Cl2GeN6O2SZr)?
Answer: 920.66 g/mol